# 1
{
  "formula": "C68H86N4O41",
  "method": "wB97M-V/def2-TZVPD",
  "e_tot_ev": -161809.1361,
  "elements": ["C", "C", "C", "O", "C", "O", "O", "H", "H", "H", "H", "H", "H", "C", "C", "C", "O", "C", "O", "O", "H", "H", "H", "H", "H", "H", "C", "C", "C", "O", "C", "O", "O", "H", "H", "H", "H", "H", "H", "C", "C", "C", "O", "C", "O", "O", "H", "H", "H", "H", "H", "H", "C", "C", "C", "O", "C", "O", "O", "H", "H", "H", "H", "H", "H", "C", "C", "C", "O", "C", "O", "O", "H", "H", "H", "H", "H", "H", "C", "C", "C", "O", "C", "O", "O", "H", "H", "H", "H", "H", "H", "C", "C", "C", "O", "C", "O", "O", "H", "H", "H", "H", "H", "H", "C", "C", "C", "O", "C", "O", "O", "H", "H", "H", "H", "H", "H", "C", "C", "C", "O", "C", "O", "O", "H", "H", "H", "H", "H", "H", "C", "C", "C", "O", "C", "O", "O", "H", "H", "H", "H", "H", "H", "C", "C", "C", "C", "C", "C", "N", "O", "O", "H", "H", "H", "H", "H", "C", "C", "C", "C", "C", "C", "N", "O", "O", "H", "H", "H", "H", "H", "C", "C", "C", "C", "C", "C", "N", "O", "O", "H", "H", "H", "H", "H", "C", "C", "C", "C", "C", "C", "N", "O", "O", "H", "H", "H", "H", "H"],
  "xyz": [[-6.765, 1.566, -3.823], [-5.595, 1.337, -2.773], [-4.239, 1.426, -3.443], [-3.553, 2.474, -2.763], [-4.412, 3.121, -1.956], [-4.175, 4.131, -1.362], [-5.587, 2.478, -1.920], [-6.908, 0.736, -4.505], [-6.653, 2.515, -4.339], [-7.689, 1.782, -3.273], [-5.730, 0.468, -2.133], [-4.344, 1.813, -4.436], [-3.639, 0.556, -3.351], [0.529, 4.336, -0.997], [1.229, 4.035, 0.250], [2.259, 5.038, 0.798], [1.605, 5.671, 1.900], [0.644, 4.796, 2.373], [0.068, 4.832, 3.419], [0.343, 3.893, 1.397], [-0.346, 5.055, -0.929], [0.218, 3.356, -1.495], [1.250, 4.797, -1.670], [1.762, 3.098, 0.162], [2.440, 5.788, -0.006], [3.167, 4.676, 1.251], [-3.310, -0.795, 3.865], [-3.953, -1.700, 4.857], [-5.067, -1.067, 5.702], [-6.244, -1.550, 5.122], [-5.955, -2.535, 4.263], [-6.781, -3.180, 3.718], [-4.637, -2.744, 4.161], [-2.593, -1.302, 3.251], [-2.835, -0.086, 4.496], [-3.926, -0.378, 3.076], [-3.096, -2.091, 5.417], [-4.983, -0.003, 5.487], [-5.010, -1.302, 6.788], [9.170, 0.015, 0.255], [8.906, -1.509, 0.283], [8.231, -1.924, 1.547], [6.926, -2.305, 1.164], [6.816, -2.416, -0.186], [5.797, -2.723, -0.765], [7.996, -1.974, -0.775], [9.588, 0.090, -0.715], [9.986, 0.333, 0.884], [8.307, 0.661, 0.277], [9.801, -2.015, 0.135], [8.184, -1.109, 2.245], [8.660, -2.800, 2.057], [2.951, -1.512, 4.402], [3.634, -1.285, 3.049], [3.340, -2.131, 1.850], [3.050, -1.118, 0.794], [2.988, 0.072, 1.327], [2.728, 1.014, 0.643], [3.316, 0.077, 2.598], [1.882, -1.666, 4.376], [3.110, -0.571, 4.962], [3.361, -2.350, 4.947], [4.669, -1.362, 3.200], [2.476, -2.724, 2.099], [4.048, -2.837, 1.505], [-2.892, 2.982, 1.797], [-3.709, 4.114, 2.386], [-5.134, 3.822, 2.021], [-5.564, 2.979, 3.123], [-4.711, 3.093, 4.141], [-4.819, 2.682, 5.251], [-3.695, 4.010, 3.799], [-1.908, 2.888, 2.287], [-2.584, 3.217, 0.758], [-3.344, 1.973, 1.670], [-3.439, 5.085, 1.990], [-5.322, 3.462, 1.038], [-5.658, 4.749, 2.044], [-0.880, -0.260, -2.415], [-0.339, -0.069, -0.960], [-1.332, 0.483, 0.109], [-1.140, -0.376, 1.245], [-0.325, -1.419, 0.856], [0.173, -2.235, 1.588], [0.004, -1.354, -0.460], [-1.792, -0.829, -2.403], [-0.210, -0.742, -3.069], [-1.036, 0.781, -2.774], [0.517, 0.545, -0.973], [-2.330, 0.348, -0.336], [-1.090, 1.477, 0.401], [0.457, 1.315, 3.780], [0.003, 1.305, 5.228], [-1.061, 2.279, 5.793], [-1.687, 1.500, 6.799], [-1.401, 0.189, 6.587], [-2.038, -0.703, 7.099], [-0.584, 0.050, 5.548], [-0.373, 1.222, 3.064], [1.179, 0.553, 3.551], [0.934, 2.248, 3.546], [0.905, 1.428, 5.878], [-1.859, 2.630, 5.048], [-0.616, 3.132, 6.294], [-0.639, -5.159, 2.936], [-2.044, -4.895, 3.480], [-2.985, -6.051, 3.879], [-2.867, -6.106, 5.261], [-2.365, -4.952, 5.742], [-2.226, -4.680, 6.901], [-1.897, -4.213, 4.740], [-0.784, -5.651, 1.970], [-0.041, -5.802, 3.564], [-0.153, -4.218, 2.769], [-2.528, -4.229, 2.807], [-2.723, -7.032, 3.386], [-4.048, -5.759, 3.653], [5.921, -0.198, -3.368], [4.817, 0.823, -3.684], [3.677, 0.895, -2.552], [3.604, 2.319, -2.290], [4.616, 2.962, -3.000], [4.801, 4.128, -2.819], [5.374, 2.189, -3.726], [6.362, -0.062, -2.351], [6.615, -0.236, -4.156], [5.397, -1.149, -3.282], [4.402, 0.591, -4.676], [3.893, 0.352, -1.654], [2.716, 0.692, -3.010], [-4.348, -4.793, 0.392], [-5.113, -4.104, -0.653], [-6.229, -3.357, 0.049], [-5.780, -1.975, 0.105], [-4.740, -1.866, -0.691], [-4.191, -0.784, -0.979], [-4.281, -2.996, -1.161], [-4.890, -5.673, 0.765], [-4.079, -4.141, 1.196], [-3.429, -5.175, -0.057], [-5.452, -4.685, -1.499], [-6.448, -3.808, 1.085], [-7.168, -3.369, -0.440], [2.949, -2.464, -3.739], [1.590, -2.768, -3.923], [0.844, -3.557, -2.952], [1.506, -4.052, -1.867], [2.860, -3.899, -1.761], [3.583, -3.151, -2.658], [0.808, -4.758, -0.780], [-0.440, -4.821, -0.782], [1.473, -5.310, 0.068], [3.419, -1.864, -4.496], [1.105, -2.443, -4.864], [-0.176, -3.796, -3.217], [3.358, -4.307, -0.913], [4.594, -2.999, -2.372], [5.091, 5.341, 3.086], [5.456, 5.426, 1.726], [5.699, 4.327, 0.947], [5.575, 3.080, 1.489], [5.113, 2.920, 2.771], [4.980, 4.072, 3.552], [5.944, 1.891, 0.601], [6.321, 2.172, -0.511], [5.804, 0.769, 1.028], [5.045, 6.228, 3.714], [5.507, 6.445, 1.303], [5.950, 4.485, -0.093], [5.008, 1.925, 3.059], [4.884, 3.959, 4.643], [1.123, 3.622, -4.744], [0.013, 2.660, -4.733], [0.087, 1.491, -5.414], [1.269, 1.153, -6.112], [2.317, 2.023, -6.175], [2.262, 3.311, -5.516], [1.458, -0.190, -6.727], [2.522, -0.294, -7.298], [0.604, -1.005, -6.660], [0.973, 4.503, -4.158], [-0.809, 2.938, -4.169], [-0.797, 0.825, -5.378], [3.254, 1.765, -6.630], [3.170, 3.907, -5.377], [-3.471, -2.018, -4.437], [-2.716, -1.387, -5.422], [-3.307, -0.795, -6.481], [-4.691, -0.781, -6.518], [-5.486, -1.377, -5.560], [-4.854, -1.992, -4.477], [-5.426, -0.200, -7.658], [-4.821, 0.622, -8.383], [-6.516, -0.617, -7.887], [-3.013, -2.570, -3.615], [-1.677, -1.254, -5.304], [-2.769, -0.456, -7.354], [-6.550, -1.513, -5.769], [-5.456, -2.592, -3.800]]
}


# 2
{
  "formula": "C34H50BaN11O4PSSi",
  "method": "wB97M-V/def2-TZVPD",
  "relative_energy_ev": 0.471,
  "elements": ["Ba", "N", "C", "C", "N", "C", "C", "N", "H", "H", "H", "H", "H", "H", "H", "H", "H", "H", "H", "H", "H", "O", "S", "O", "O", "C", "C", "C", "C", "C", "C", "P", "C", "C", "C", "C", "C", "C", "C", "C", "C", "C", "C", "C", "H", "H", "H", "H", "H", "H", "H", "H", "H", "H", "H", "H", "H", "H", "C", "C", "C", "C", "C", "C", "N", "N", "Si", "C", "C", "C", "H", "H", "H", "H", "H", "H", "H", "H", "H", "H", "H", "H", "H", "H", "H", "N", "C", "N", "N", "C", "N", "H", "H", "H", "H", "N", "C", "N", "O", "H", "H", "H", "H"],
  "xyz": [[-0.580, -1.307, 0.304], [-0.593, -0.140, 3.008], [-1.900, 0.369, 3.380], [-2.236, 1.569, 2.504], [-2.155, 1.252, 1.078], [-3.318, 1.579, 0.261], [-4.113, 0.350, -0.159], [-3.251, -0.581, -0.885], [-0.325, -0.994, 3.483], [0.135, 0.560, 3.085], [-1.980, 0.670, 4.434], [-2.635, -0.424, 3.209], [-1.550, 2.389, 2.745], [-3.247, 1.908, 2.747], [-1.315, 1.649, 0.672], [-2.996, 2.100, -0.646], [-3.993, 2.261, 0.791], [-4.974, 0.686, -0.750], [-4.500, -0.161, 0.727], [-2.836, -0.128, -1.696], [-3.766, -1.382, -1.228], [1.799, -1.485, -3.235], [1.183, -0.428, -2.451], [-0.275, -0.425, -2.486], [1.648, -0.414, -1.054], [1.733, 1.099, -3.191], [2.718, 1.013, -4.166], [3.158, 2.158, -4.812], [2.593, 3.384, -4.499], [1.605, 3.462, -3.529], [1.170, 2.332, -2.842], [-0.180, 2.485, -1.587], [-1.471, 3.135, -2.729], [-1.877, 4.464, -2.806], [-2.883, 4.842, -3.688], [-3.489, 3.901, -4.505], [-3.082, 2.574, -4.442], [-2.086, 2.192, -3.557], [0.286, 3.968, -0.620], [1.571, 4.490, -0.526], [1.854, 5.509, 0.374], [0.859, 6.025, 1.189], [-0.428, 5.508, 1.108], [-0.705, 4.483, 0.220], [3.116, 0.041, -4.417], [3.926, 2.089, -5.571], [2.912, 4.280, -5.016], [1.153, 4.421, -3.304], [-1.413, 5.213, -2.178], [-3.190, 5.879, -3.735], [-4.271, 4.199, -5.191], [-3.543, 1.833, -5.083], [-1.762, 1.158, -3.518], [2.369, 4.086, -1.134], [2.863, 5.896, 0.441], [1.084, 6.821, 1.888], [-1.213, 5.896, 1.745], [-1.711, 4.074, 0.182], [-3.887, -3.676, 1.689], [-2.599, -4.119, 2.328], [-2.534, -5.262, 3.103], [-1.281, -5.629, 3.605], [-0.174, -4.872, 3.326], [-0.296, -3.694, 2.529], [-1.535, -3.356, 2.069], [0.710, -2.881, 2.177], [2.259, -2.832, 2.887], [3.371, -4.303, 2.490], [3.101, -1.301, 2.188], [2.185, -2.624, 4.764], [-4.753, -4.115, 2.184], [-3.899, -3.979, 0.639], [-3.966, -2.588, 1.721], [-3.419, -5.850, 3.301], [-1.182, -6.522, 4.212], [0.800, -5.167, 3.693], [3.343, -4.497, 1.414], [3.055, -5.218, 2.995], [4.410, -4.110, 2.770], [3.228, -1.381, 1.105], [4.083, -1.131, 2.638], [2.480, -0.422, 2.383], [1.462, -3.305, 5.218], [1.884, -1.605, 5.026], [3.156, -2.810, 5.230], [2.227, -4.279, -2.760], [1.446, -5.363, -2.932], [1.998, -6.452, -3.521], [0.193, -5.457, -2.571], [-0.390, -4.491, -1.904], [-1.004, -3.695, -1.326], [3.126, -4.273, -3.212], [1.811, -3.353, -2.677], [2.994, -6.511, -3.630], [1.493, -7.314, -3.411], [2.968, 1.629, 0.374], [2.266, 2.010, 1.475], [2.972, 2.697, 2.435], [1.060, 1.813, 1.589], [3.972, 1.603, 0.425], [2.532, 0.901, -0.186], [3.964, 2.561, 2.512], [2.476, 2.841, 3.298]]
}


# 3
{
  "formula": "C4AlF12N2O8S4",
  "method": "wB97M-V/def2-TZVPD",
  "relative_energy_ev": 0.082,
  "charge": 1,
  "elements": ["Al", "C", "F", "F", "F", "S", "O", "O", "N", "S", "O", "O", "C", "F", "F", "F", "C", "F", "F", "F", "S", "O", "O", "N", "S", "O", "O", "C", "F", "F", "F"],
  "xyz": [[-4.934, 20.757, -21.844], [-5.198, 16.847, -19.829], [-5.982, 15.890, -19.390], [-5.358, 17.923, -19.086], [-3.956, 16.416, -19.864], [-5.766, 17.229, -21.609], [-6.090, 15.966, -22.167], [-6.853, 18.156, -21.469], [-4.501, 18.167, -22.338], [-3.322, 17.240, -22.980], [-2.147, 18.063, -22.979], [-3.118, 15.894, -22.564], [-3.962, 17.069, -24.803], [-5.043, 16.324, -24.785], [-4.328, 18.282, -25.217], [-3.012, 16.592, -25.547], [-7.332, 22.704, -25.202], [-7.305, 21.389, -25.361], [-6.304, 23.207, -25.830], [-8.464, 23.184, -25.599], [-7.152, 22.944, -23.267], [-8.026, 24.000, -22.915], [-7.367, 21.661, -22.620], [-5.458, 23.087, -23.098], [-5.070, 24.636, -23.235], [-5.892, 25.324, -24.179], [-4.708, 25.205, -21.983], [-3.484, 24.487, -24.229], [-3.790, 24.428, -25.495], [-2.618, 25.468, -24.008], [-2.780, 23.427, -23.752]]
}


# 4
{
  "formula": "C6H12O",
  "method": "wB97M-V/def2-TZVPD",
  "relative_energy_ev": 0.512,
  "smiles": "CCC(C=O)CC",
  "elements": ["C", "C", "C", "C", "C", "C", "O", "H", "H", "H", "H", "H", "H", "H", "H", "H", "H", "H", "H"],
  "xyz": [[0.684, 2.462, 0.428], [-0.255, 1.286, 0.683], [0.227, -0.013, 0.012], [-0.646, -1.210, 0.399], [-0.182, -2.559, -0.131], [0.119, 0.101, -1.516], [0.986, -0.030, -2.348], [0.313, 3.378, 0.896], [1.682, 2.262, 0.833], [0.797, 2.655, -0.643], [-0.377, 1.143, 1.766], [-1.258, 1.520, 0.298], [1.277, -0.219, 0.259], [-1.709, -1.035, 0.189], [-0.548, -1.171, 1.488], [-0.882, -3.359, 0.104], [0.773, -2.836, 0.310], [-0.043, -2.571, -1.211], [-0.956, 0.171, -1.794]]
}


It is found that the largest force on an atom values, taken in the order of the records, are 0.086, 0.011, 0.088, 0.023 hartree/bohr.